1.
19
Properties=species:S:1:pos:R:3:forces:R:3:nbo_charge:R:1 method="wB97M-V/def2-TZVPD" e_tot_ev=-8925.89331 homo_lumo_gap_ha=0.3680 homo_energy_ev=-9.2621
H 2.13392 -1.34104 -0.44038 -0.2 0.3 0.0 0.3396
N 2.87462 -0.74354 -0.07354 0.2 -0.8 -0.1 -0.6024
C 2.54041 0.44881 0.16512 0.4 0.1 0.1 0.0971
C 1.28679 1.18182 0.01849 -0.6 0.1 -0.1 -0.2959
C 0.04671 0.71208 -0.15588 0.3 0.1 0.0 0.0568
C -1.12154 1.64446 -0.31252 0.0 0.1 0.0 -0.6453
C -0.31574 -0.72542 -0.17715 0.3 0.0 0.0 -0.0114
C -0.24995 -1.43758 -1.29189 -0.1 0.0 0.0 -0.4078
C -0.75291 -1.25500 1.15596 -0.1 -0.1 -0.1 -0.6418
H 3.35466 1.06966 0.53384 0.1 0.2 0.1 0.1589
H 1.41401 2.25787 0.08705 -0.1 0.0 0.0 0.2047
H -1.11172 2.06905 -1.31827 -0.1 0.0 0.0 0.2323
H -1.06632 2.46416 0.40116 -0.1 0.1 0.0 0.2240
H -2.05986 1.11105 -0.18083 -0.1 0.1 0.0 0.2185
H 0.09070 -1.00424 -2.21758 0.1 0.1 -0.1 0.2046
H -0.52321 -2.47843 -1.31637 -0.1 -0.2 0.0 0.2001
H -1.32819 -2.17318 1.05368 0.0 0.0 0.0 0.2203
H -1.34916 -0.50578 1.67519 -0.1 0.0 0.1 0.2161
H 0.11799 -1.46338 1.77797 0.1 0.1 0.1 0.2317

=====

2.
20
Properties=species:S:1:pos:R:3:forces:R:3:nbo_charge:R:1 method="wB97M-V/def2-TZVPD" total_charge=+1 e_tot_ev=-10404.42105 homo_lumo_gap_ha="0.2870 / 0.2527" homo_energy_ev="-12.9978 / -13.0195"
C 0.33623 2.05829 0.27636 0.2 0.9 0.3 -0.0164
C -0.92205 1.51652 0.41508 -1.1 0.5 -0.7 -0.0140
C -0.54119 -0.78873 0.22278 -1.9 -0.4 -1.1 0.5766
C 0.57421 -1.60092 -0.12248 1.0 -1.3 1.8 -0.5692
C 1.71587 -0.73518 -0.55991 1.0 0.2 -2.1 -0.4082
C 2.14311 0.39083 0.33016 2.4 1.9 -5.0 -0.2851
C -2.76083 0.00560 -0.09166 -2.5 1.9 -0.2 -0.4334
N 1.51903 1.64011 0.05122 0.8 0.3 -0.6 -0.2421
N -1.32382 0.21640 0.14762 1.1 -1.3 0.6 -0.3575
H 0.34265 3.13510 0.29020 -0.6 0.6 0.0 0.2324
H -1.79412 2.14396 0.35550 0.2 0.5 0.4 0.2256
H 0.84017 -2.27334 0.78396 -0.5 1.0 -1.4 0.2981
H 0.39255 -2.26130 -0.99386 -0.7 0.0 0.6 0.3083
H 2.61882 -1.32505 -0.73732 -0.3 -0.4 0.0 0.2562
H 1.42222 -0.35624 -1.60620 0.6 -0.1 1.5 0.2303
H 2.12361 0.34799 1.31016 -0.3 -1.5 5.2 0.2187
H 3.24714 0.61147 0.09094 -1.5 -0.6 0.3 0.2298
H -2.99834 -0.35428 -1.11645 0.5 0.6 0.6 0.2553
H -3.18092 -0.67319 0.59242 0.0 -1.4 0.9 0.2448
H -3.39603 0.95090 0.20777 1.6 -1.5 -1.1 0.2497

=====

3.
20
Properties=species:S:1:pos:R:3:forces:R:3:nbo_charge:R:1 method="wB97M-V/def2-TZVPD" total_charge=+1 e_tot_ev=-10410.23052 smiles=Cn1cc[n+]2c1CCC2 homo_lumo_gap_ha=0.3935 homo_energy_ev=-13.6189
C 1.01034 -2.01423 1.37572 -1.2 -1.8 -0.6 -0.4209
N 0.78557 -1.20700 0.22267 -0.8 2.0 -0.7 -0.2787
C 1.45901 -1.34782 -0.92795 0.6 -0.8 -2.3 -0.0546
C 1.19637 -0.29363 -1.77869 1.1 -1.2 1.7 -0.0215
N 0.43816 0.53437 -1.04025 0.1 -1.2 1.9 -0.2861
C 0.11442 -0.06686 0.14588 -0.3 0.5 -0.4 0.4339
C -1.03511 0.65715 0.83637 0.6 -1.0 -0.6 -0.4559
C -1.53968 1.30761 -0.45377 -0.1 -1.2 -0.6 -0.3595
C -0.21911 1.77729 -1.14854 -3.2 0.4 1.6 -0.2268
H 0.20666 -1.70349 2.06659 1.3 -0.1 0.6 0.2413
H 0.65821 -3.05250 1.04428 1.2 1.0 0.8 0.2399
H 2.11001 -1.88276 1.54122 -1.3 -0.6 1.0 0.2541
H 1.93892 -2.29236 -1.10765 0.4 0.1 -0.2 0.2470
H 1.61363 -0.09065 -2.72219 0.2 0.3 -0.9 0.2586
H -1.86112 0.03340 1.19788 0.7 -0.2 0.4 0.2601
H -0.59719 1.25689 1.61589 -0.3 0.7 0.4 0.2442
H -1.87988 0.37680 -0.98833 -0.1 1.2 -0.1 0.2035
H -2.38373 1.94980 -0.35375 -0.2 0.9 0.1 0.2469
H -0.42865 2.11114 -2.12293 0.4 0.6 -1.2 0.2466
H 0.10263 2.50757 -0.40421 1.0 0.3 -0.8 0.2279

=====

4.
22
Properties=species:S:1:pos:R:3:forces:R:3:nbo_charge:R:1 method="wB97M-V/def2-TZVPD" total_charge=+1 e_tot_ev=-14501.46277 smiles="CNC(=C/[NH2+]C)/C=C1/OC1=O" homo_lumo_gap_ha=0.3146 homo_energy_ev=-12.7140
C 1.24057 0.21388 -2.90003 -2.1 0.9 -0.3 -0.4000
N 0.79770 0.68137 -1.58347 3.2 1.0 1.3 -0.5571
C -0.09965 0.10936 -0.74571 -1.2 0.0 1.1 0.2278
C 0.24714 -0.21745 0.55703 0.4 0.1 -2.3 -0.2109
N -0.72621 -0.55350 1.55351 -4.0 -0.1 0.7 -0.5350
C -0.82499 0.38655 2.69932 2.2 1.6 1.9 -0.4567
C -1.49708 0.12335 -1.29725 -1.3 -2.2 4.0 -0.2611
C -2.54998 -0.38140 -0.59140 1.5 -0.1 -2.1 0.0790
O -3.90472 -0.64462 -1.09544 -1.2 0.3 -1.0 -0.3719
C -3.60646 -1.22284 0.01686 2.6 1.0 2.1 0.8108
O -3.84644 -1.78010 1.02586 -1.1 -0.6 -0.6 -0.4792
H 2.05559 -0.40843 -2.75663 1.6 -1.5 0.1 0.2016
H 0.40994 -0.37291 -3.28528 0.2 0.1 -0.7 0.2055
H 1.57295 1.04869 -3.54851 -0.7 -0.4 0.4 0.2291
H 1.68030 0.86607 -1.05229 -1.2 0.1 -0.5 0.3812
H 1.29484 -0.24439 0.87925 -0.6 0.1 0.0 0.2354
H -0.59641 -1.44276 2.02977 0.5 -0.5 -0.5 0.4400
H -1.76237 -0.67433 1.17961 2.6 0.4 0.3 0.4720
H 0.07409 0.20845 3.35385 -0.9 0.0 -0.6 0.2312
H -0.75552 1.44722 2.47461 0.2 -0.1 -1.1 0.2471
H -1.69508 0.40101 3.33067 -0.7 -1.2 -0.1 0.2529
H -1.75977 0.56683 -2.19075 0.0 1.0 -2.0 0.2586